# 1
The following is a DFT calculation (ωB97M-V/def2-TZVPD) of a 2-piece molecular cluster, C7H12FI overall.

Geometry as XYZ:
```
21
Properties=species:S:1:pos:R:3:lowdin_charge:R:1
I 3.4616 -0.4101 -0.2884 0.797
F -0.4909 1.3253 1.2273 0.018
C -0.1128 0.0204 0.8923 -0.263
C 2.0146 1.0452 -0.2871 -0.742
C 0.4298 -0.7938 1.9802 -0.066
C 2.1206 2.2761 -0.7237 -0.173
C -2.1399 -1.1303 -0.1691 -0.065
C -0.6870 0.1464 -1.4561 -0.073
C -0.6974 -0.7696 -0.2175 -0.396
H -1.2141 1.0085 -1.1046 0.079
H -0.2499 -1.7572 2.2720 0.148
H 0.3351 0.3056 -1.8145 0.064
H 1.4120 -1.0438 1.6453 -0.008
H -1.2727 -0.3920 -2.1659 0.071
H 1.1549 2.7445 -0.6600 0.042
H -2.6619 -0.2152 -0.4941 0.092
H 3.0054 2.7233 -1.2320 0.067
H -2.2968 -1.9636 -0.8241 0.093
H 0.5220 -0.3788 3.0187 0.098
H -0.0020 -1.6228 -0.3476 0.153
H -2.6305 -1.1182 0.7487 0.063
```

Summary:
* gap between HOMO and LUMO (spin up / spin down): 8.53 / 7.27 eV
* E_HOMO (spin up / spin down): -8.21 / -7.80 eV
* relative energy (zero: lowest compared OMol25 entry of this formula, charge and spin): 118.31 kcal per mole


# 2
The following is a DFT calculation (ωB97M-V/def2-TZVPD) of C7H12I2N3S as an isolated structure.

Geometry as XYZ:
```
25
Properties=species:S:1:pos:R:3:lowdin_charge:R:1
I 0.8652 -4.3213 0.4656 1.017
I 3.8250 1.3062 0.7911 0.825
S 3.2904 0.5672 -2.4537 0.653
N 1.3909 0.8393 -0.5775 0.008
N 0.5526 -1.3649 -0.3469 -0.136
N 0.4447 -1.6103 -1.7011 0.181
C 0.4841 0.0816 -0.1761 -0.300
C -1.1603 1.8114 -0.4694 -0.030
C -0.4237 1.1108 1.7493 -0.040
C 2.6608 0.7956 -0.9584 -1.303
C -2.0074 -0.4584 0.2687 0.006
C 0.6312 -2.2439 0.6234 -0.504
C -0.8223 0.5724 0.3301 -0.516
H -1.8809 -1.0531 -0.6182 0.066
H -2.2099 1.7556 -0.6445 0.059
H -1.9669 -1.0792 1.1218 0.065
H 0.3650 1.8551 1.7376 0.067
H 0.1854 -0.8114 -2.2963 0.151
H -2.9315 0.2266 0.0335 0.132
H 0.8815 -2.4165 -2.0217 0.074
H -1.3158 1.4279 2.3857 0.123
H 0.6039 -1.8366 1.5925 0.056
H -0.5483 1.7656 -1.4351 0.117
H 0.1016 0.3224 2.4476 0.107
H -1.0154 2.7581 0.1519 0.123
```

Summary:
* gap between HOMO and LUMO: 7.29 eV
* E_HOMO: -12.12 eV
* relative energy (zero: lowest compared OMol25 entry of this formula, charge and spin): 7.06 kcal per mole
* net charge: +1


# 3
The following is a DFT calculation (ωB97M-V/def2-TZVPD) of C7H12IN3O in the gas phase.

Geometry as XYZ:
```
24
Properties=species:S:1:pos:R:3:lowdin_charge:R:1
I -1.4855 2.2625 1.1727 0.843
O -0.1227 -0.7588 2.2171 0.022
N -0.4375 0.0814 -0.5079 -0.268
N -1.3394 -0.8227 -0.2138 0.065
N -1.5409 -1.0210 -3.7111 0.100
C 1.9003 -0.5215 0.9677 -0.036
C 0.0789 0.9455 0.4529 -0.635
C 0.7870 0.1215 1.6777 -0.643
C -1.3240 -0.5432 -2.4353 -0.306
C -1.8523 -1.2174 -1.3375 -0.091
C 1.1793 1.1983 2.7334 -0.070
C -0.3964 0.3484 -1.8766 0.018
H 0.9868 1.5086 -0.0187 0.132
H 1.9584 0.8360 3.2938 0.040
H 0.2422 1.1722 -2.2786 0.137
H -2.5356 -2.0588 -1.3149 0.123
H -1.2485 -0.3962 -4.4761 0.108
H 1.4942 2.2399 2.4156 0.101
H -0.6425 -0.9906 1.5320 -0.018
H 2.3725 0.1540 0.2740 0.087
H 0.3388 1.1864 3.4349 0.067
H 1.4493 -1.3369 0.3871 0.100
H -2.4102 -1.2853 -3.9603 0.037
H 2.5478 -1.1022 1.5722 0.084
```

Summary:
* gap between HOMO and LUMO: 8.81 eV
* E_HOMO: -8.37 eV
* relative energy (zero: lowest compared OMol25 entry of this formula, charge and spin): 0.00 kcal per mole


# 4
The following is a DFT calculation (ωB97M-V/def2-TZVPD) of C7H12IrNS3SbSe5 as an isolated structure.

Geometry as XYZ:
```
30
Properties=species:S:1:pos:R:3:lowdin_charge:R:1
Ir 1.2321 -0.2324 -0.8839 -0.006
Sb 3.1678 0.6090 -3.7787 -0.289
Se 5.1121 -0.2838 -4.8288 -0.215
Se 3.3598 0.7527 -1.1676 0.008
Se 2.1422 2.6915 -4.4043 -0.259
Se 1.3830 -1.1098 -3.1408 -0.035
Se 1.2457 -2.3621 0.3076 0.556
S -1.0910 -0.0465 -1.2217 0.712
S -2.2898 -0.4222 2.2983 0.870
S 0.9694 1.3726 0.9538 0.718
N 3.2787 -4.1358 -0.9666 0.046
C -0.5876 -0.1817 2.8752 -0.527
C 2.5220 -3.3765 -0.5410 -0.793
C -2.3586 -1.1012 -0.4500 -0.492
C 0.0886 1.1427 2.5407 -0.483
C -1.4735 1.5643 -0.4262 -0.473
C -0.2295 2.3388 -0.0186 -0.503
C -2.1216 -1.6292 0.9540 -0.543
H -1.1289 -2.0620 1.0228 -0.039
H -2.8159 -2.4479 1.1486 0.074
H 0.0269 -1.0296 2.5687 0.035
H -0.6561 -0.2343 3.9638 0.066
H -2.1014 1.3698 0.4402 0.024
H 0.3497 2.6528 -0.8906 0.067
H 0.8734 1.3066 3.2820 0.070
H -3.3040 -0.5613 -0.5303 0.081
H -2.0461 2.1531 -1.1443 0.085
H -0.5143 3.2364 0.5342 0.086
H -2.4225 -1.9493 -1.1360 0.082
H -0.6105 1.9751 2.6397 0.077
```

Summary:
* gap between HOMO and LUMO (spin up / spin down): 5.63 / 5.63 eV
* E_HOMO (spin up / spin down): -4.43 / -4.43 eV
* net charge: -1


# 5
The following is a DFT calculation (ωB97M-V/def2-TZVPD) of C7H12N as an isolated structure.

Geometry as XYZ:
```
20
Properties=species:S:1:pos:R:3:lowdin_charge:R:1
N -1.4772 0.9450 -0.7934 0.241
C 1.7185 -0.1905 -0.7059 -0.122
C -0.0163 0.8406 0.7260 -0.164
C 0.3497 -0.9016 -0.9529 -0.089
C -1.5649 -1.2850 0.7648 0.048
C -0.7225 1.7993 -0.1417 0.084
C -0.7569 -0.2456 -0.1224 -0.339
C 1.5873 0.5465 0.6929 -0.055
H -2.2009 0.8659 -1.4810 0.177
H 0.5826 -1.8409 -0.5309 0.113
H -0.6079 2.9308 -0.1072 0.182
H -2.0956 -0.7560 1.5707 0.106
H 1.8456 -0.1486 1.5048 0.120
H -2.2251 -1.7114 0.0593 0.080
H -0.9090 -1.9697 1.0500 0.038
H 2.4639 -0.8701 -0.7894 0.074
H -0.1105 1.0242 1.8501 0.187
H 2.3530 1.2717 0.7733 0.096
H 1.8671 0.5776 -1.4741 0.118
H -0.0808 -0.8825 -1.8929 0.103
```

Summary:
* gap between HOMO and LUMO: 10.47 eV
* E_HOMO: -15.35 eV
* relative energy (zero: lowest compared OMol25 entry of this formula, charge and spin): 58.01 kcal per mole
* net charge: +1


# 6
The following is a DFT calculation (ωB97M-V/def2-TZVPD) of an isolated ion of composition C7H12N and charge +1.

Geometry as XYZ:
```
20
Properties=species:S:1:pos:R:3:lowdin_charge:R:1
N -0.4347 -0.4645 -2.0995 -0.065
C -0.0238 -0.5139 0.8001 0.070
C -0.4401 -1.5438 0.1007 -0.062
C 1.5509 0.3293 2.2514 0.088
C -0.4475 -1.7660 -1.3877 -0.130
C -0.5265 1.6993 1.9067 -0.041
C 0.4003 0.5145 1.6350 -0.421
C 0.4635 0.5452 -1.7414 0.055
H -1.2341 -2.3697 -1.7172 0.118
H -0.7888 -2.4375 0.5784 0.116
H -0.1316 2.4727 2.6379 0.105
H -0.4090 -0.6884 -3.1707 0.229
H 2.3093 -0.4674 2.2392 0.095
H 0.3147 -2.3856 -1.7652 0.124
H 1.8315 1.2373 2.8948 0.108
H -1.4168 1.1972 2.3578 0.095
H -0.8556 2.1623 0.8868 0.100
H 1.4343 0.3061 -1.5931 0.049
H 0.0165 1.6311 -1.5578 0.143
H -1.4303 -0.0573 -1.9512 0.223
```

Summary:
* gap between HOMO and LUMO (spin up / spin down): 9.16 / 6.70 eV
* E_HOMO (spin up / spin down): -13.21 / -11.45 eV
* relative energy (zero: lowest compared OMol25 entry of this formula, charge and spin): 136.32 kcal per mole
* net charge: +1


# 7
The following is a DFT calculation (ωB97M-V/def2-TZVPD) of C7H12N as an isolated structure.

Geometry as XYZ:
```
20
Properties=species:S:1:pos:R:3:lowdin_charge:R:1
N -1.6854 -0.0757 0.3646 -0.024
C 1.7977 -1.3304 -0.3821 -0.027
C 0.4699 1.8237 0.3201 -0.017
C 1.2026 0.9061 1.0033 0.019
C 1.0176 -0.0772 -0.0672 -0.189
C -1.3317 0.4945 -1.0499 -0.041
C -0.7527 -1.0822 0.8167 -0.007
C 0.1262 0.9455 -0.8829 -0.183
H 1.4254 -2.0478 -0.9900 0.041
H -0.7220 -1.2100 1.8507 0.072
H -1.4952 0.8612 0.9612 0.223
H 2.6640 -0.8245 -0.7662 0.092
H -2.0479 1.3194 -1.3382 0.154
H -2.6258 -0.4054 0.3566 0.156
H 1.9892 -1.8279 0.6235 0.127
H -0.7149 -2.0430 0.1384 0.144
H 0.0046 2.6524 0.6531 0.077
H 1.6412 0.8385 1.9800 0.127
H 0.5255 1.3244 -1.7695 0.130
H -1.4883 -0.2416 -1.8221 0.126
```

Summary:
* gap between HOMO and LUMO: 9.04 eV
* E_HOMO: -12.58 eV
* relative energy (zero: lowest compared OMol25 entry of this formula, charge and spin): 102.67 kcal per mole
* net charge: +1


# 8
The following is a DFT calculation (ωB97M-V/def2-TZVPD) of an isolated ion of composition C7H12N and charge +1.

Geometry as XYZ:
```
20
Properties=species:S:1:pos:R:3:lowdin_charge:R:1
N -2.0354 0.9866 -0.1943 0.191
C 1.1887 -0.5068 -1.2320 -0.141
C -0.6361 0.5471 1.7990 -0.106
C -1.1516 1.6229 2.4523 0.056
C -1.0088 0.2066 0.4665 -0.229
C 1.9066 -1.6299 -1.8249 -0.136
C -0.1686 -0.5677 -0.4727 -0.106
C 2.5901 -0.7612 -0.8330 -0.115
H 2.7056 -1.1427 0.1157 0.077
H 2.3098 -1.4473 -2.9387 0.160
H -0.0407 -0.0880 2.4579 0.128
H -1.1720 1.9092 3.5392 0.100
H -3.0008 1.1547 0.2431 0.213
H 1.4758 -2.6354 -1.7573 0.112
H -2.1583 0.5673 -1.0796 0.130
H 3.4303 -0.1697 -1.0209 0.093
H -0.7891 -0.7766 -1.2746 0.077
H 0.0497 -1.6050 0.0549 0.181
H -1.8616 2.3088 1.9364 0.060
H -1.6335 2.0271 -0.4369 0.257
```

Summary:
* gap between HOMO and LUMO (spin up / spin down): 7.47 / 8.46 eV
* spin multiplicity: 3
* E_HOMO (spin up / spin down): -11.31 / -13.90 eV
* relative energy (zero: lowest compared OMol25 entry of this formula, charge and spin): 63.20 kcal per mole
* net charge: +1


# 9
The following is a DFT calculation (ωB97M-V/def2-TZVPD) of C7H12N2 in the gas phase.

Geometry as XYZ:
```
21
Properties=species:S:1:pos:R:3:lowdin_charge:R:1
N 0.2303 2.0116 -0.5853 0.027
N 0.0623 -0.2791 -1.1704 -0.085
C -1.1534 -1.6965 0.3480 0.050
C 0.6371 -1.4130 -1.9038 -0.056
C -0.6101 -0.5111 -0.0010 -0.374
C 0.8259 0.4205 1.7639 -0.049
C 0.5866 1.0361 -1.3160 -0.151
C -0.6848 1.8805 0.4709 -0.235
C -0.5648 0.4963 1.0368 -0.345
H 0.9739 -2.2810 -1.1194 0.145
H 1.4055 -1.0733 -2.5133 0.035
H 1.6287 0.8107 1.0867 0.081
H -1.2463 -2.5721 -0.3545 0.071
H -1.4651 -1.7736 1.3765 0.054
H 0.7611 1.0584 2.6777 0.082
H -0.5513 2.7446 1.1565 0.125
H 1.1152 -0.6476 2.0635 0.098
H -1.3913 0.4035 1.8136 0.158
H 1.2310 1.1632 -2.2002 0.130
H -1.7066 2.0259 0.0757 0.131
H -0.0840 -1.8038 -2.7057 0.106
```

Summary:
* gap between HOMO and LUMO: 9.05 eV
* E_HOMO: -8.10 eV
* relative energy (zero: lowest compared OMol25 entry of this formula, charge and spin): 30.20 kcal per mole


# 10
The following is a DFT calculation (ωB97M-V/def2-TZVPD) of a 2-piece molecular cluster, C7H12N2 overall.

Geometry as XYZ:
```
21
Properties=species:S:1:pos:R:3:lowdin_charge:R:1
N 0.7351 -0.8429 1.5751 0.048
N 0.1625 2.0754 1.9604 0.201
C -1.5197 3.2270 -1.1409 0.184
C 0.6390 -2.2730 -0.3655 -0.068
C -1.2627 -0.7513 0.2286 -0.064
C 0.9931 0.2769 -0.7891 -0.030
C 0.2468 -0.9380 0.2513 -0.623
C -0.1984 2.3350 0.8864 -0.261
C -0.9390 2.7886 -0.1801 -0.118
H -1.6338 -0.7186 -0.7923 0.080
H 1.7463 -0.9406 1.6171 0.084
H -1.7384 -1.5832 0.7474 0.082
H 0.3131 -2.3238 -1.4029 0.081
H -1.5641 0.1525 0.7515 0.055
H -2.0614 3.5796 -1.9727 0.042
H 2.0160 -0.0848 -0.8242 0.048
H 0.5310 0.1372 -1.7615 0.052
H 0.1780 -3.0880 0.1881 0.082
H 1.7165 -2.4107 -0.3338 0.075
H 0.4758 0.0450 2.0195 0.029
H 1.1645 1.3377 -0.6624 0.022
```

Summary:
* gap between HOMO and LUMO: 8.88 eV
* E_HOMO: -8.59 eV
* relative energy (zero: lowest compared OMol25 entry of this formula, charge and spin): 69.82 kcal per mole


# 11
The following is a DFT calculation (ωB97M-V/def2-TZVPD) of C7H12N2 in the gas phase.

Geometry as XYZ:
```
21
Properties=species:S:1:pos:R:3:lowdin_charge:R:1
N -0.7605 -0.3081 0.9650 -0.008
N -0.5097 1.5523 -0.3478 0.108
C 2.0793 -0.2028 -0.1198 -0.206
C -2.6537 0.3488 -0.3883 -0.022
C -1.2861 0.6222 0.0895 -0.428
C -0.0825 -1.4670 0.3549 -0.202
C 0.6878 1.9341 0.1827 -0.188
C 0.9474 -1.0604 -0.7156 -0.187
C 1.8202 1.2331 0.1932 -0.114
H -2.7879 -0.5472 -0.9829 0.080
H -2.9917 1.2224 -0.9101 0.071
H -0.8180 -2.1224 -0.1084 0.099
H 2.4154 -0.6655 0.8088 0.107
H -3.3275 0.2091 0.4765 0.090
H 0.8014 2.9821 0.4327 0.101
H 0.3855 -1.9706 1.2241 0.123
H 2.6572 1.7762 0.6433 0.096
H -1.4256 -0.6183 1.7113 0.139
H 1.3532 -2.0427 -1.0757 0.118
H 0.5531 -0.5990 -1.6257 0.111
H 2.9426 -0.2764 -0.8075 0.111
```

Summary:
* gap between HOMO and LUMO: 9.07 eV
* E_HOMO: -8.16 eV
* relative energy (zero: lowest compared OMol25 entry of this formula, charge and spin): 23.45 kcal per mole


# 12
The following is a DFT calculation (ωB97M-V/def2-TZVPD) of an isolated ion of composition C7H12N2 and charge +2.

Geometry as XYZ:
```
21
Properties=species:S:1:pos:R:3:lowdin_charge:R:1
N 0.7284 -0.7459 -0.5349 -0.165
N -0.5835 -0.2039 1.8455 0.145
C 0.5780 -0.9844 1.8190 -0.003
C 1.2130 -1.2853 0.6913 -0.007
C 1.4968 0.3362 -0.9142 -0.026
C 0.1665 -1.6151 -1.6071 0.049
C -1.9509 1.2639 0.1693 -0.068
C -1.6826 2.6164 0.2004 0.173
C -1.2208 0.2621 0.8492 0.135
H -0.7496 -0.0503 2.8753 0.235
H -0.9037 -1.8398 -1.3252 0.128
H 2.4653 0.1252 -1.3804 0.153
H -2.2811 3.3873 -0.3659 0.133
H 1.6223 0.8739 0.0526 0.136
H 0.9406 0.8670 -1.7070 0.132
H 0.0920 -1.1298 -2.5847 0.114
H 2.1081 -1.8907 0.6275 0.173
H -2.7603 0.9808 -0.6028 0.171
H 0.8773 -2.5285 -1.5905 0.160
H 0.8365 -1.5753 2.6532 0.145
H -0.9922 3.1362 0.8295 0.088
```

Summary:
* gap between HOMO and LUMO (spin up / spin down): 8.91 / 6.76 eV
* E_HOMO (spin up / spin down): -19.28 / -17.87 eV
* relative energy (zero: lowest compared OMol25 entry of this formula, charge and spin): 97.24 kcal per mole
* net charge: +2


no.,electronic energy (Eh)
1,-671.27408
2,-1431.37668
3,-811.06672
4,-13875.14343
5,-328.33633
6,-328.21154
7,-328.26516
8,-328.18033
9,-383.37508
10,-383.31194
11,-383.38585
12,-382.56528